No. 1
A molecular structure, C49H42BrN7O5PPbS, computed with the ωB97M-V functional and the def2-TZVPD basis.

max |F|	0.5	eV/Å
E_HOMO	-0.16591	hartree
lowest unoccupied orbital energy	2.0	eV
ΔE to the lowest compared entry with this formula, charge and spin	36.10	kcal per mole
total charge	-1
multiplicity	1

Element x y z (Å)
Pb (0.40, 0.67, -0.01)
O (-3.45, -4.90, -0.06)
C (-3.10, -4.77, -1.36)
C (-3.92, -5.38, -2.31)
C (-3.64, -5.27, -3.66)
C (-2.51, -4.57, -4.08)
C (-1.68, -4.00, -3.14)
C (-1.95, -4.08, -1.78)
C (-0.97, -3.43, -0.85)
O (0.16, -3.15, -1.21)
N (-1.52, -3.26, 0.40)
N (-0.82, -2.67, 1.35)
C (-1.27, -2.34, 2.54)
C (-0.21, -1.76, 3.29)
C (-0.06, -1.20, 4.56)
C (1.17, -0.68, 4.88)
C (2.23, -0.69, 3.97)
C (2.11, -1.24, 2.71)
C (0.87, -1.78, 2.42)
O (0.52, -2.35, 1.23)
H (-2.87, -4.29, 0.44)
H (-4.80, -5.91, -1.96)
H (-4.30, -5.73, -4.38)
H (-2.29, -4.47, -5.14)
H (-0.78, -3.47, -3.43)
H (-2.31, -2.50, 2.77)
H (-0.89, -1.17, 5.25)
H (1.32, -0.22, 5.85)
H (3.17, -0.23, 4.24)
H (2.90, -1.23, 1.98)
C (3.65, 1.43, -5.65)
C (2.72, 0.34, -5.13)
N (3.04, -0.11, -3.79)
C (2.62, 0.51, -2.66)
S (2.98, -0.26, -1.16)
N (2.04, 1.69, -2.87)
N (1.31, 2.18, -1.84)
C (1.09, 3.44, -1.80)
C (1.72, 4.42, -2.74)
C (0.09, 3.93, -0.81)
C (-0.18, 5.29, -0.67)
C (-1.19, 5.69, 0.19)
C (-1.91, 4.73, 0.88)
C (-1.56, 3.40, 0.70)
N (-0.59, 3.02, -0.11)
H (3.35, 1.75, -6.65)
H (3.60, 2.29, -4.98)
H (4.68, 1.08, -5.68)
H (1.69, 0.70, -5.13)
H (2.77, -0.54, -5.78)
H (3.49, -1.00, -3.65)
H (2.31, 3.88, -3.47)
H (0.97, 5.02, -3.26)
H (2.37, 5.11, -2.20)
H (0.39, 6.02, -1.23)
H (-1.41, 6.74, 0.32)
H (-2.72, 5.00, 1.55)
H (-2.06, 2.61, 1.24)
Br (1.08, 5.31, 8.12)
C (0.95, 4.34, 6.49)
C (0.00, 3.33, 6.38)
C (-0.09, 2.63, 5.18)
C (0.76, 2.92, 4.12)
C (1.70, 3.93, 4.26)
C (1.81, 4.65, 5.44)
C (0.64, 2.15, 2.81)
O (1.48, 2.42, 1.93)
O (-0.29, 1.31, 2.74)
H (-0.65, 3.11, 7.21)
H (-0.82, 1.85, 5.05)
H (2.35, 4.13, 3.42)
H (2.54, 5.44, 5.56)
N (-1.36, -0.02, -1.30)
P (-2.61, 0.25, -2.13)
C (-3.24, 1.98, -2.30)
C (-2.29, 2.91, -2.73)
C (-2.63, 4.25, -2.89)
C (-3.93, 4.67, -2.62)
C (-4.87, 3.75, -2.20)
C (-4.53, 2.41, -2.04)
C (-2.44, -0.14, -3.92)
C (-1.16, -0.44, -4.36)
C (-0.92, -0.67, -5.71)
C (-1.96, -0.60, -6.62)
C (-3.24, -0.30, -6.18)
C (-3.48, -0.06, -4.84)
C (-4.08, -0.68, -1.55)
C (-4.61, -1.77, -2.23)
C (-5.63, -2.52, -1.67)
C (-6.13, -2.20, -0.42)
C (-5.59, -1.12, 0.28)
C (-4.57, -0.38, -0.28)
H (-1.28, 2.58, -2.93)
H (-1.88, 4.96, -3.22)
H (-4.19, 5.71, -2.75)
H (-5.89, 4.08, -1.99)
H (-5.28, 1.71, -1.72)
H (-0.36, -0.50, -3.61)
H (0.09, -0.90, -6.05)
H (-1.77, -0.79, -7.67)
H (-4.06, -0.25, -6.89)
H (-4.48, 0.20, -4.50)
H (-4.21, -2.05, -3.20)
H (-6.02, -3.38, -2.20)
H (-6.92, -2.79, 0.02)
H (-5.96, -0.87, 1.27)
H (-4.12, 0.44, 0.28)

Results of the Mulliken charge analysis, in e, for atoms 1 through 2: number 1, Pb, carries 1.559; number 2, O, carries -0.745

***

No. 2
A molecular structure, C49H42N5O6P2TeW, computed with the ωB97M-V functional and the def2-TZVPD basis.

max |F|	2.1	eV/Å
E_HOMO (spin up / spin down)	-0.10386 / -0.18289	hartree
lowest unoccupied orbital energy (spin up / spin down)	2.2 / 1.7	eV
ΔE to the lowest compared entry with this formula, charge and spin	18.06	kcal per mole
total charge	-1
multiplicity	3

Element x y z (Å)
W (0.49, -0.02, 1.44)
C (-2.84, 3.14, -2.56)
O (-2.18, 2.44, -1.52)
C (-2.71, 2.52, -0.27)
C (-3.86, 3.26, 0.01)
C (-4.41, 3.23, 1.30)
C (-3.86, 2.42, 2.26)
C (-2.69, 1.67, 1.99)
C (-2.24, 0.73, 2.93)
N (-1.19, -0.12, 2.76)
N (-1.05, -0.96, 3.88)
C (0.18, -1.25, 4.06)
O (1.11, -0.74, 3.28)
C (0.60, -2.05, 5.23)
C (-0.31, -2.42, 6.22)
C (0.12, -3.12, 7.33)
C (1.46, -3.47, 7.47)
C (2.36, -3.12, 6.47)
C (1.94, -2.41, 5.36)
C (-2.05, 1.80, 0.74)
O (-0.86, 1.21, 0.52)
H (-3.88, 2.82, -2.67)
H (-2.30, 2.91, -3.47)
H (-2.81, 4.23, -2.39)
H (-4.34, 3.84, -0.76)
H (-5.30, 3.81, 1.51)
H (-4.33, 2.32, 3.23)
H (-2.80, 0.60, 3.85)
H (-1.35, -2.14, 6.09)
H (-0.59, -3.40, 8.10)
H (1.79, -4.02, 8.34)
H (3.41, -3.41, 6.56)
H (2.63, -2.14, 4.57)
N (0.57, 1.97, 2.69)
C (1.92, 2.53, 2.80)
C (2.96, 1.47, 2.53)
O (4.09, 1.58, 2.99)
N (2.53, 0.48, 1.73)
C (3.47, -0.60, 1.52)
C (2.77, -1.89, 1.14)
O (3.41, -2.89, 0.90)
O (1.47, -1.80, 1.04)
H (-0.08, 2.66, 2.33)
H (0.25, 1.67, 3.60)
H (2.12, 2.96, 3.78)
H (2.05, 3.31, 2.05)
H (4.06, -0.77, 2.42)
H (4.19, -0.35, 0.73)
Te (0.20, -1.40, -3.55)
C (-0.79, -0.07, -4.88)
C (-0.27, 0.19, -6.15)
C (-0.98, 1.02, -7.00)
N (-2.15, 1.59, -6.69)
C (-2.63, 1.33, -5.47)
C (-1.99, 0.53, -4.54)
C (-0.09, -0.26, -1.78)
P (-0.77, -1.28, -0.43)
C (-0.41, -3.08, -0.56)
C (-1.32, -3.97, 0.00)
C (-1.06, -5.34, 0.00)
C (0.10, -5.82, -0.56)
C (1.03, -4.94, -1.10)
C (0.78, -3.58, -1.08)
C (-2.58, -1.32, -0.75)
C (-3.50, -0.77, 0.14)
C (-4.85, -0.70, -0.17)
C (-5.31, -1.21, -1.38)
C (-4.41, -1.82, -2.25)
C (-3.06, -1.88, -1.94)
P (1.39, 0.39, -0.96)
C (1.66, 2.24, -0.85)
C (0.73, 3.25, -1.03)
C (1.07, 4.58, -0.78)
C (2.35, 4.92, -0.38)
C (3.31, 3.92, -0.24)
C (2.96, 2.60, -0.46)
C (2.82, 0.16, -2.09)
C (3.82, -0.78, -1.89)
C (4.86, -0.91, -2.80)
C (4.90, -0.10, -3.93)
C (3.89, 0.83, -4.14)
C (2.85, 0.96, -3.23)
H (0.67, -0.25, -6.46)
H (-0.59, 1.25, -7.99)
H (-3.58, 1.79, -5.23)
H (-2.41, 0.39, -3.55)
H (-2.24, -3.60, 0.44)
H (-1.78, -6.02, 0.45)
H (0.30, -6.89, -0.57)
H (1.96, -5.31, -1.52)
H (1.54, -2.90, -1.45)
H (-3.16, -0.41, 1.10)
H (-5.54, -0.25, 0.53)
H (-6.36, -1.16, -1.63)
H (-4.76, -2.25, -3.18)
H (-2.37, -2.36, -2.62)
H (-0.25, 3.00, -1.38)
H (0.33, 5.36, -0.93)
H (2.61, 5.96, -0.18)
H (4.32, 4.17, 0.07)
H (3.72, 1.84, -0.35)
H (3.79, -1.43, -1.02)
H (5.64, -1.64, -2.63)
H (5.71, -0.20, -4.64)
H (3.90, 1.46, -5.03)
H (2.06, 1.68, -3.41)

Results of the Mulliken charge analysis, in e, for atoms 1 through 2: number 1, W, carries 1.770; number 2, C, carries -1.367